Record 1
The following is a quantum chemistry calculation of a structure of composition C41H40CoN2O2P2S2 at a distorted geometry, from the Open Molecules 2025 dataset.

The geometry in XYZ format:
```
90
Properties=species:S:1:pos:R:3:forces:R:3
Co -0.326 0.361 -1.739 0.33 -0.94 0.23
C 0.399 -0.477 -4.472 -0.01 -0.25 0.04
N 0.686 -0.848 -3.055 -0.15 0.54 -0.16
C 0.228 -2.211 -2.728 0.19 -0.06 0.04
C -1.264 -2.242 -2.825 -0.20 0.02 -0.04
N -1.850 -1.144 -2.003 -0.04 0.03 0.34
C -2.260 -1.688 -0.687 0.05 -0.06 -0.13
C -3.007 -0.586 -2.712 0.08 -0.06 0.17
C -4.105 -1.395 -2.987 -0.04 0.09 0.00
C -5.179 -0.886 -3.696 0.04 0.07 -0.01
C -5.135 0.432 -4.143 0.05 0.00 -0.02
C -4.031 1.225 -3.885 -0.14 -0.04 -0.01
C -2.951 0.727 -3.152 0.10 0.28 0.18
S -1.562 1.771 -2.817 -0.60 -0.45 -0.73
C 2.121 -0.670 -2.810 -0.37 -0.09 -0.07
C 3.032 -1.703 -2.861 0.14 0.05 -0.02
C 4.378 -1.428 -2.627 -0.06 0.00 -0.04
C 4.780 -0.130 -2.362 -0.08 0.09 0.01
C 3.842 0.899 -2.298 0.13 -0.02 -0.04
C 2.499 0.629 -2.511 -0.03 0.27 0.03
S 1.216 1.841 -2.387 0.57 0.23 0.63
H 0.820 -1.235 -5.136 0.02 0.01 -0.01
H 0.844 0.491 -4.671 0.03 0.03 0.00
H -0.673 -0.388 -4.628 0.01 0.00 -0.01
H 0.578 -2.421 -1.717 -0.05 -0.05 -0.01
H 0.657 -2.961 -3.399 0.00 0.11 -0.08
H -1.653 -3.216 -2.517 0.00 0.03 0.07
H -1.581 -2.095 -3.854 0.01 -0.02 -0.02
H -2.919 -2.548 -0.821 -0.02 0.00 0.07
H -2.768 -0.915 -0.124 -0.09 0.00 0.01
H -1.369 -2.002 -0.141 -0.01 -0.02 -0.08
H -4.120 -2.425 -2.652 -0.01 0.00 -0.01
H -6.034 -1.512 -3.911 0.00 0.01 0.00
H -5.962 0.840 -4.709 -0.01 -0.01 0.00
H -3.992 2.243 -4.253 -0.01 0.00 0.02
H 2.722 -2.716 -3.077 0.02 -0.01 0.00
H 5.104 -2.229 -2.662 0.00 0.00 0.00
H 5.825 0.092 -2.190 0.00 -0.01 0.00
H 4.153 1.910 -2.066 0.01 0.00 -0.01
O -1.286 0.897 0.004 -0.01 0.43 -0.18
P -1.191 0.918 1.505 0.17 0.15 -0.46
C -0.150 -0.441 2.101 -0.03 -0.17 0.17
P 1.331 -0.607 1.053 -0.37 0.13 -0.10
O 0.894 -0.563 -0.386 0.26 -0.17 0.13
C 2.404 0.683 1.644 0.16 0.16 0.05
C 2.795 0.681 2.989 0.02 0.00 0.00
C 3.575 1.708 3.484 -0.02 0.03 -0.07
C 3.960 2.749 2.642 0.00 -0.01 0.05
C 3.566 2.758 1.315 -0.03 -0.03 -0.04
C 2.786 1.724 0.809 0.06 0.04 0.14
C 2.088 -2.179 1.418 -0.01 -0.33 -0.03
C 3.418 -2.304 1.808 0.01 -0.03 -0.06
C 3.974 -3.566 1.981 -0.06 0.03 -0.02
C 3.207 -4.699 1.763 -0.01 -0.02 0.00
C 1.880 -4.584 1.361 0.03 0.03 0.01
C 1.324 -3.329 1.184 0.06 0.03 0.06
C -0.512 2.456 2.095 0.12 0.19 0.02
C -0.323 2.701 3.456 0.01 0.00 0.00
C 0.175 3.923 3.873 0.01 0.01 -0.06
C 0.478 4.903 2.932 -0.01 -0.01 0.02
C 0.283 4.665 1.581 -0.02 -0.06 0.00
C -0.212 3.439 1.156 0.01 0.03 0.01
C -2.802 0.725 2.234 -0.27 -0.15 0.02
C -3.863 1.367 1.589 0.02 0.02 0.03
C -5.143 1.269 2.106 0.03 -0.03 0.04
C -5.371 0.535 3.264 -0.02 0.02 -0.03
C -4.322 -0.103 3.909 0.03 0.02 -0.04
C -3.036 -0.013 3.393 -0.02 0.03 0.05
H -0.740 -1.360 2.030 0.03 0.00 0.03
H 0.142 -0.287 3.142 -0.01 -0.04 0.00
H 2.501 -0.124 3.655 -0.01 -0.03 -0.03
H 3.881 1.705 4.522 0.00 0.00 0.00
H 4.566 3.557 3.031 0.00 0.00 0.00
H 3.855 3.576 0.668 0.00 -0.01 0.00
H 2.448 1.747 -0.217 -0.04 0.02 -0.02
H 4.031 -1.426 1.959 -0.01 0.03 0.01
H 5.008 -3.661 2.282 0.00 0.01 0.00
H 3.643 -5.680 1.900 0.00 0.00 0.00
H 1.286 -5.470 1.185 0.00 0.00 0.00
H 0.294 -3.247 0.854 0.01 0.01 0.02
H -0.575 1.949 4.197 -0.01 -0.01 -0.02
H 0.323 4.117 4.927 0.00 0.00 0.00
H 0.864 5.860 3.260 0.00 0.00 0.00
H 0.516 5.431 0.853 -0.01 0.00 0.00
H -0.366 3.239 0.102 0.01 -0.01 0.01
H -3.684 1.937 0.684 0.03 -0.04 -0.01
H -5.963 1.768 1.606 -0.01 -0.01 0.01
H -6.374 0.459 3.664 0.01 0.01 0.01
H -4.502 -0.671 4.811 0.00 -0.01 0.00
H -2.225 -0.516 3.906 0.00 -0.01 -0.03
```
Positions in Å, forces in eV/Å.

Summary:
Energy above the lowest of the compared OMol25 structures with the same formula, charge and spin = 5.0 kcal/mol
Multiplicity = 1
DFT total energy = -4708.15452 Eh
LUMO energy (spin up / spin down) = -2.41 / -2.39 eV
Charge = +1
HOMO level (spin up / spin down) = -9.60 / -9.61 eV

These are the Löwdin partial charges, in e, on atoms 1 to 4: Co 0.13; C -0.03; N -0.21; C -0.16

Record 2
The following is a quantum chemistry calculation of a structure of composition C41H40Ge2N3OPSW at a distorted geometry, from the Open Molecules 2025 dataset.

The geometry in XYZ format:
```
90
Properties=species:S:1:pos:R:3:forces:R:3
W -0.938 -0.729 0.732 1.84 1.52 2.41
N -1.347 -1.117 4.892 0.09 -0.06 -0.06
C -1.429 -1.460 3.588 -0.61 0.11 0.20
S 0.081 -1.775 2.730 -0.17 0.14 -0.26
N -2.595 -1.454 3.010 0.22 -0.26 -0.10
N -2.402 -1.887 1.664 -0.34 -0.33 0.09
C -2.731 -3.115 1.479 -0.23 -0.57 -0.26
C -2.231 -3.984 0.429 -0.47 0.48 0.57
C -2.727 -5.284 0.317 -0.05 -0.32 -0.11
C -2.175 -6.162 -0.593 -0.04 0.13 0.09
C -1.103 -5.741 -1.384 0.08 -0.08 -0.12
C -0.586 -4.464 -1.278 -0.13 -0.05 0.10
C -1.162 -3.582 -0.367 0.21 0.29 -0.49
O -0.683 -2.337 -0.274 0.38 -0.94 -0.66
H -0.490 -1.272 5.390 0.03 0.04 -0.01
H -2.203 -1.063 5.420 -0.01 -0.01 -0.01
H -3.355 -3.558 2.256 0.09 -0.04 -0.04
H -3.549 -5.596 0.952 0.03 0.02 -0.01
H -2.562 -7.166 -0.688 0.01 0.02 -0.01
H -0.665 -6.431 -2.095 -0.01 0.02 0.02
H 0.243 -4.122 -1.885 -0.01 -0.01 0.00
C 4.730 -1.125 3.468 -0.01 0.00 -0.02
C 4.628 -1.172 2.084 -0.06 0.03 0.02
C 3.542 -0.583 1.450 0.03 -0.03 0.01
C 2.556 0.063 2.198 0.16 -0.28 0.06
C 2.650 0.077 3.588 0.12 0.13 0.01
C 3.739 -0.504 4.217 -0.03 0.01 0.00
P 1.140 0.781 1.357 -0.42 0.32 -0.40
C 1.752 2.300 0.515 0.52 -0.21 -0.10
C 3.131 2.392 0.136 -0.11 0.04 -0.11
C 3.730 3.196 -0.873 -0.11 -0.10 0.13
C 3.107 3.885 -1.866 -0.08 0.00 0.02
C 1.615 3.911 -2.017 0.01 -0.11 0.02
C 0.790 3.213 0.235 -0.02 0.25 0.08
C -0.113 1.447 2.437 0.20 0.23 0.34
C 0.036 2.315 3.518 -0.16 0.07 0.04
C -1.112 2.819 4.105 -0.07 -0.05 -0.10
C -2.373 2.475 3.597 0.12 0.05 0.05
C -2.491 1.617 2.520 -0.09 0.14 0.01
C -1.352 1.070 1.916 -0.40 -0.43 -0.50
H 5.578 -1.579 3.965 -0.01 0.00 -0.01
H 5.390 -1.668 1.498 -0.01 0.01 0.00
H 3.465 -0.634 0.369 0.03 0.06 0.03
H 1.869 0.538 4.177 0.01 -0.02 0.01
H 3.809 -0.481 5.297 0.01 0.00 -0.01
H 3.827 1.791 0.703 0.00 -0.09 0.01
H 4.814 3.196 -0.879 -0.01 0.00 0.03
H 3.714 4.419 -2.588 -0.04 0.00 0.03
H 1.326 4.596 -2.816 0.00 -0.01 -0.04
H -0.209 3.046 0.616 -0.03 0.02 -0.01
H 1.015 2.625 3.864 -0.02 -0.03 0.01
H -1.037 3.498 4.945 -0.01 -0.01 -0.03
H -3.264 2.885 4.057 0.03 0.01 0.01
H -3.476 1.367 2.145 -0.02 -0.02 0.03
C -3.520 -2.150 -2.104 0.14 -0.31 -0.16
Ge -2.582 -0.445 -2.140 -0.58 0.59 0.87
C -3.594 0.586 -0.746 -0.20 -0.10 -0.03
C -3.123 0.418 -3.799 0.33 0.08 -0.44
Ge -0.246 0.248 -1.526 -0.24 -0.75 -1.15
C 1.202 -0.730 -2.391 0.10 0.05 -0.19
C 2.053 -1.607 -1.720 0.01 -0.02 -0.07
C 3.089 -2.248 -2.390 -0.01 0.02 -0.03
C 3.287 -2.026 -3.747 -0.02 0.01 0.05
C 2.449 -1.154 -4.428 -0.05 0.02 0.04
C 1.421 -0.507 -3.752 0.03 -0.09 -0.08
C -0.186 2.092 -2.127 -0.13 0.50 0.30
C 1.098 2.510 -2.268 0.05 0.16 -0.11
C 0.943 4.401 -0.683 -0.03 -0.05 -0.02
C -0.400 5.003 -0.966 0.05 0.04 -0.06
C -1.399 4.303 -1.571 0.04 -0.21 -0.05
C -1.341 2.948 -1.982 0.22 0.00 -0.02
H -4.454 -1.954 -2.635 0.00 -0.06 0.03
H -3.003 -2.970 -2.602 -0.02 0.02 0.02
H -3.760 -2.445 -1.084 0.00 0.00 -0.01
H -4.537 0.911 -1.199 0.04 -0.01 0.03
H -3.077 1.471 -0.382 0.03 0.07 -0.02
H -3.861 -0.024 0.121 0.02 -0.07 0.02
H -4.059 0.942 -3.598 0.00 -0.02 -0.07
H -3.289 -0.354 -4.551 -0.05 0.07 -0.01
H -2.391 1.123 -4.194 -0.07 0.01 0.03
H 1.916 -1.808 -0.666 -0.11 -0.02 0.06
H 3.742 -2.924 -1.850 -0.01 0.01 -0.01
H 4.092 -2.525 -4.271 -0.02 0.01 0.03
H 2.596 -0.973 -5.486 0.00 0.00 0.03
H 0.786 0.181 -4.301 0.00 0.00 0.03
H 1.870 1.756 -2.386 0.01 0.02 0.00
H 1.599 5.147 -0.229 -0.01 0.01 0.05
H -0.583 6.027 -0.664 0.02 -0.01 -0.02
H -2.356 4.799 -1.685 -0.01 -0.04 -0.01
H -2.297 2.504 -2.229 0.00 -0.02 0.01
```
Positions in Å, forces in eV/Å.

Summary:
Energy above the lowest of the compared OMol25 structures with the same formula, charge and spin = 87.8 kcal/mol
⟨S²⟩ = 3.868
Multiplicity = 4
DFT total energy = -6785.94234 Eh
LUMO energy (spin up / spin down) = -4.07 / -3.73 eV
Charge = +1
HOMO level (spin up / spin down) = -9.63 / -10.20 eV

These are the Löwdin partial charges, in e, on atoms 1 to 4: W 1.18; N 0.12; C -0.80; S 0.75

Record 3
The following is a quantum chemistry calculation of a cluster of 6 separate species, C41H40N2O26P2 in total at a distorted geometry, from the Open Molecules 2025 dataset.

The geometry in XYZ format:
```
111
Properties=species:S:1:pos:R:3:forces:R:3
C -3.814 -0.860 -0.333 -0.60 0.49 -0.38
C -2.634 -1.001 -0.421 0.44 -0.54 0.06
C -1.201 -1.160 -0.535 -0.05 0.80 0.28
P -0.621 -1.657 -2.208 0.66 -0.15 -0.90
O 0.415 -0.243 -2.153 0.10 0.01 0.12
C 0.920 -2.676 -2.508 -0.39 -0.01 0.60
P 2.159 -2.620 -1.175 1.10 -1.25 0.20
O 2.594 -3.940 -0.725 -0.29 -0.32 -0.15
O 3.421 -1.831 -1.807 -0.74 0.92 0.09
O 1.686 -1.706 0.023 0.12 0.22 -0.18
N -1.457 -0.992 -3.503 1.38 0.20 0.70
C -0.939 -0.688 -4.624 -0.62 0.08 -0.62
C -0.395 -1.681 -5.619 0.15 0.07 0.70
C -0.899 0.739 -5.095 -0.60 -0.28 0.66
N -1.634 -3.189 -2.259 -1.05 0.26 0.51
C -2.834 -3.212 -3.064 -0.16 -0.18 -0.54
C -2.731 -4.010 -4.349 0.44 -0.25 0.61
O -3.877 -2.707 -2.770 0.04 0.19 0.26
C -1.662 -3.943 -1.099 0.04 -0.54 0.37
C -2.951 -4.606 -0.681 0.39 -0.55 -0.83
O -0.651 -4.098 -0.434 0.10 0.50 -0.08
H -4.822 -0.567 -0.493 -0.17 -0.21 0.30
H -0.781 -1.784 0.248 0.00 -0.38 -0.16
H -0.780 -0.174 -0.359 0.21 0.06 -0.11
H 1.218 -0.366 -2.666 0.00 0.11 -0.17
H 0.673 -3.723 -2.616 -0.07 -0.15 0.07
H 1.404 -2.372 -3.436 -0.09 0.27 -0.09
H 3.360 -1.804 -2.768 0.43 -0.18 -0.08
H 2.044 -0.809 -0.037 -0.18 0.06 0.27
H 0.381 -1.229 -6.227 0.12 -0.10 -0.20
H -0.050 -2.581 -5.118 0.08 -0.16 -0.09
H -1.236 -1.962 -6.250 -0.01 0.01 -0.23
H -1.324 1.346 -4.305 -0.17 0.24 -0.09
H -1.418 0.881 -6.038 0.14 0.13 -0.23
H 0.156 0.999 -5.172 0.10 0.05 -0.29
H -2.761 -3.347 -5.204 -0.14 0.07 -0.16
H -1.817 -4.597 -4.356 0.13 0.01 -0.18
H -3.575 -4.693 -4.363 -0.20 0.04 -0.23
H -2.760 -5.237 0.173 0.05 0.15 0.30
H -3.743 -3.889 -0.520 -0.09 0.10 0.07
H -3.235 -5.279 -1.495 -0.31 0.04 -0.08
O 0.519 3.026 0.256 0.10 -0.19 -0.12
C 0.790 2.924 1.439 -0.19 0.35 0.19
C 0.276 3.810 2.468 -0.10 0.06 -0.20
C 0.646 3.624 3.740 -0.25 0.19 -0.23
O 0.215 4.395 4.737 0.16 -0.12 0.12
C 1.584 2.526 4.148 0.24 -0.26 -0.17
O 1.885 2.439 5.322 -0.11 0.15 0.12
C 2.079 1.624 3.118 0.06 -0.03 0.17
C 1.707 1.808 1.849 0.19 -0.26 0.22
O 2.115 1.026 0.848 -0.13 0.19 -0.37
H -0.398 4.604 2.164 0.24 -0.17 0.10
H 0.631 4.039 5.546 0.00 -0.03 0.04
H 2.741 0.825 3.422 0.00 -0.01 -0.02
H 1.694 1.395 0.043 -0.05 0.10 -0.02
O 4.074 10.111 4.769 -0.17 0.05 0.16
C 3.949 8.975 4.354 0.36 -0.06 -0.26
C 4.883 8.339 3.441 0.00 0.16 0.07
C 4.655 7.087 3.024 0.24 0.21 -0.06
O 5.464 6.444 2.193 -0.13 -0.11 0.02
C 3.448 6.306 3.471 -0.29 0.08 0.22
O 3.313 5.180 3.026 0.15 -0.08 -0.06
C 2.526 6.932 4.399 0.00 -0.18 -0.07
C 2.756 8.184 4.819 -0.22 -0.22 0.05
O 1.958 8.819 5.666 0.12 0.12 -0.03
H 5.745 8.909 3.124 0.01 -0.02 -0.02
H 5.066 5.564 2.056 -0.01 -0.04 -0.01
H 1.669 6.360 4.724 -0.05 0.03 -0.01
H 2.352 9.702 5.797 0.01 0.04 0.01
O -2.251 -6.876 5.453 -0.06 -0.17 0.17
C -3.220 -6.542 4.798 0.16 0.29 -0.32
C -3.167 -5.597 3.696 0.13 -0.06 0.10
C -4.293 -5.278 3.043 0.34 0.08 0.01
O -4.320 -4.425 2.027 -0.29 -0.04 0.15
C -5.625 -5.870 3.415 -0.15 -0.29 0.29
O -6.601 -5.514 2.781 0.06 0.14 -0.17
C -5.673 -6.832 4.501 -0.12 0.06 -0.10
C -4.548 -7.153 5.154 -0.31 -0.09 0.02
O -4.516 -8.023 6.154 0.16 0.04 0.00
H -2.206 -5.175 3.437 -0.01 0.02 -0.02
H -5.253 -4.377 1.744 -0.03 0.04 -0.01
H -6.632 -7.263 4.750 0.01 -0.01 0.02
H -3.584 -8.065 6.443 0.04 0.00 0.02
O 4.405 -3.310 -3.899 -0.28 0.03 -0.06
C 5.547 -3.481 -4.284 0.20 0.17 -0.26
C 6.179 -2.702 -5.330 -0.21 0.02 0.11
C 7.436 -2.985 -5.697 -0.19 0.23 -0.11
O 8.080 -2.318 -6.643 0.11 -0.12 0.04
C 8.222 -4.097 -5.053 -0.06 -0.35 0.38
O 9.351 -4.295 -5.460 0.06 0.18 -0.19
C 7.595 -4.858 -3.990 0.16 0.01 -0.12
C 6.338 -4.574 -3.618 0.16 -0.27 0.21
O 5.712 -5.224 -2.650 -0.14 0.20 -0.19
H 5.605 -1.909 -5.789 0.03 0.01 -0.03
H 8.964 -2.729 -6.707 0.04 -0.03 -0.01
H 8.175 -5.641 -3.523 -0.02 -0.01 0.02
H 4.821 -4.830 -2.557 -0.02 -0.02 0.16
O -7.363 6.356 1.016 -0.03 0.24 -0.05
C -6.193 6.091 1.214 0.02 -0.46 0.05
C -5.694 4.748 1.447 -0.16 0.08 -0.03
C -4.388 4.554 1.671 -0.23 -0.22 -0.02
O -3.865 3.355 1.888 0.13 0.14 0.02
C -3.409 5.696 1.693 -0.01 0.42 -0.06
O -2.241 5.437 1.922 -0.22 -0.08 -0.02
C -3.902 7.035 1.438 0.16 -0.05 0.03
C -5.208 7.229 1.211 0.26 0.19 0.02
O -5.730 8.423 0.970 -0.15 -0.09 -0.01
H -6.407 3.936 1.431 0.02 -0.02 0.01
H -2.908 3.491 2.021 0.04 -0.03 0.00
H -3.186 7.845 1.441 -0.02 0.02 0.00
H -6.688 8.279 0.845 -0.04 0.00 0.00
```
Positions in Å, forces in eV/Å.

Summary:
Energy above the lowest of the compared OMol25 structures with the same formula, charge and spin = 0.0 kcal/mol
Multiplicity = 1
DFT total energy = -4334.82802 Eh
LUMO energy = -1.63 eV
HOMO level = -9.28 eV
Structure (SMILES) = C#CCP(O)(CP(=O)(O)O)(N=C(C)C)N(C(C)=O)C(C)=O.O=C1C=C(O)C(=O)C=C1O.O=C1C=C(O)C(=O)C=C1O.O=C1C=C(O)C(=O)C=C1O.O=C1C=C(O)C(=O)C=C1O.O=C1C=C(O)C(=O)C=C1O

These are the Löwdin partial charges, in e, on atoms 1 to 4: C 0.11; C -0.17; C -0.22; P 0.80